Here is a structure of composition C39H63MoN2O8PSSi2 at a distorted geometry from the OMol25 dataset. Energies are from ωB97M-V/def2-TZVPD.

The gap between HOMO and LUMO (spin up / spin down) is 7.62 / 8.64 eV. Its spin multiplicity is 3. The expectation value of S² is 2.02. Its relative energy (zero: lowest compared OMol25 entry of this formula, charge and spin) is 102.8 kJ/mol. For the electronic energy, the calculation gives -98545.0206 eV. Its molar mass is 903.09 g mol⁻¹. Its total charge is +2. The LUMO energy (spin up / spin down) is -6.612 / -6.473 eV.

```
117
Properties=species:S:1:pos:R:3:forces:R:3
Mo -0.9285 -0.0413 -0.3296 1.0 -1.1 -0.7
O -1.8155 2.6312 1.5532 -0.1 -0.1 0.6
C -1.6527 2.7986 0.3894 0.4 -0.6 -0.5
O -0.9993 1.7963 -0.3473 -0.5 1.5 0.6
C -2.1220 3.9583 -0.3826 0.2 -0.1 -0.1
C -2.8075 4.9521 0.3058 0.0 0.0 0.0
C -3.2825 6.0222 -0.4166 -0.2 0.2 0.1
C -3.1096 6.1465 -1.7816 0.0 0.1 0.0
C -2.4223 5.1346 -2.4190 0.1 0.1 -0.3
C -1.9287 4.0390 -1.7528 0.1 -0.1 0.0
N -2.2194 5.2142 -3.8909 -0.4 -0.1 0.0
O -1.6853 4.2604 -4.4268 0.1 0.0 0.1
O -2.6402 6.1932 -4.4535 0.1 0.0 0.1
N -4.0281 7.0899 0.3046 -0.1 0.1 0.0
O -4.1530 6.9569 1.5020 0.1 -0.1 -0.1
O -4.4553 8.0025 -0.3618 0.1 -0.1 0.0
H -2.9700 4.8950 1.3733 0.0 0.0 0.0
H -3.4936 7.0003 -2.3226 0.0 0.0 0.0
H -1.4066 3.2699 -2.3016 0.0 0.0 0.0
C -3.9417 1.0036 -1.0194 0.0 0.2 0.1
Si -3.2944 0.0268 -2.4906 0.0 -0.1 0.2
C -4.2404 -1.5700 -2.4508 -0.1 -0.3 -0.1
C -3.6909 0.8851 -4.0668 -0.1 0.3 -0.3
C -1.4296 -0.3796 -2.2954 0.5 -0.2 0.2
Si -0.0664 0.1644 -3.5367 0.1 -0.1 0.1
C 1.0597 -1.3185 -3.6096 0.1 -0.2 -0.1
C 0.8933 1.6524 -2.9657 0.0 0.3 0.1
C -0.6889 0.5406 -5.2316 -0.1 0.0 -0.3
H -4.9874 0.7181 -0.8629 0.1 0.0 0.0
H -3.9210 2.0867 -1.1773 0.0 -0.2 0.0
H -3.4360 0.7999 -0.0675 -0.1 0.0 0.1
H -5.2996 -1.3466 -2.6208 0.1 0.0 0.0
H -4.1671 -2.0558 -1.4751 0.0 0.0 -0.1
H -3.9297 -2.2741 -3.2320 0.0 0.1 0.1
H -4.7625 1.1168 -4.0556 0.1 0.0 0.0
H -3.5005 0.2281 -4.9205 -0.1 0.1 0.1
H -3.1408 1.8165 -4.2243 -0.1 0.0 0.0
H -1.3872 -1.4747 -2.4309 -0.1 0.1 0.1
H 1.2143 -1.7781 -2.6274 0.0 0.0 -0.1
H 2.0414 -1.0603 -4.0226 -0.1 0.0 0.0
H 0.6218 -2.0810 -4.2663 0.1 0.1 0.1
H 1.2034 1.6385 -1.9217 0.0 0.0 0.1
H 0.3479 2.5840 -3.1433 0.1 -0.1 0.0
H 1.8031 1.6953 -3.5731 0.0 0.0 0.0
H -1.2834 -0.2724 -5.6595 0.1 0.1 0.0
H 0.1996 0.6681 -5.8615 -0.1 0.0 0.0
H -1.2688 1.4634 -5.2831 0.1 0.0 0.0
O 0.6560 -0.9843 0.6490 0.0 0.8 0.0
P 1.7197 -0.2653 1.5937 -0.1 -0.2 0.0
C 2.7575 -1.3207 2.6463 -0.1 -0.5 -0.1
C 2.0842 -2.1755 3.7399 0.0 0.0 -0.1
C 1.5171 -3.4848 3.2034 0.2 0.0 -0.1
C 2.6302 -4.2875 2.5268 -0.1 0.0 0.0
C 3.2188 -3.4957 1.3622 -0.1 0.1 0.2
C 3.7936 -2.1838 1.8902 -0.1 0.0 0.1
C 0.7858 0.8682 2.6557 -0.1 0.0 0.1
C -0.4768 0.2017 3.2621 0.1 0.1 0.2
C -1.0537 1.0795 4.3748 0.1 -0.2 0.0
C -0.0803 1.1941 5.5615 0.0 0.0 0.0
C 1.3899 1.0666 5.1318 0.0 0.1 0.0
C 1.6168 1.6334 3.7298 -0.2 -0.1 0.1
C 2.8351 0.7364 0.5665 0.2 0.0 -0.1
C 4.0943 1.3275 1.2969 0.0 -0.1 -0.2
C 5.4124 0.8701 0.6668 -0.1 0.1 -0.1
C 5.4910 1.2102 -0.8230 -0.1 0.0 0.0
C 4.1488 0.9746 -1.5455 0.0 0.0 0.0
C 3.2235 0.0440 -0.7594 0.1 0.1 0.1
H 3.3039 -0.5133 3.1476 0.0 0.0 0.1
H 1.3397 -1.6124 4.2924 0.0 -0.1 0.0
H 2.8733 -2.4185 4.4576 0.0 0.0 0.0
H 0.7330 -3.2570 2.4746 -0.1 0.0 -0.1
H 1.0594 -4.0501 4.0170 0.0 0.0 0.0
H 2.2863 -5.2701 2.2069 -0.1 0.0 -0.1
H 3.4209 -4.4736 3.2616 0.0 0.0 0.0
H 2.4423 -3.2909 0.6144 0.0 0.0 0.0
H 4.0064 -4.0626 0.8643 0.0 0.0 0.0
H 4.2701 -1.6171 1.1003 0.0 0.0 0.0
H 4.5817 -2.4200 2.6112 0.0 0.0 0.0
H 0.4356 1.6094 1.9326 -0.1 0.1 0.0
H -0.2489 -0.7856 3.6689 0.0 0.0 -0.1
H -1.2307 0.0455 2.4875 -0.1 0.0 -0.1
H -2.0075 0.6666 4.7065 0.0 0.0 0.0
H -1.2683 2.0637 3.9700 0.0 0.1 -0.1
H -0.3089 0.4353 6.3114 0.0 0.0 0.0
H -0.2305 2.1597 6.0463 0.0 0.0 0.0
H 1.7090 0.0233 5.1634 0.0 0.1 0.0
H 2.0301 1.5954 5.8375 0.0 0.0 0.0
H 2.6771 1.6417 3.4921 0.0 0.0 0.0
H 1.3027 2.6800 3.7167 0.0 0.0 0.0
H 2.1796 1.5717 0.2902 0.0 0.1 0.0
H 4.1133 1.0721 2.3520 0.0 0.0 0.0
H 4.0400 2.4171 1.2566 0.0 0.0 0.0
H 5.5438 -0.2028 0.8162 0.0 0.0 0.0
H 6.2355 1.3474 1.1989 0.0 0.0 0.0
H 6.2788 0.6161 -1.2858 0.0 0.0 0.0
H 5.7853 2.2545 -0.9389 0.0 0.0 0.0
H 4.3205 0.5598 -2.5400 0.0 0.0 0.0
H 3.6395 1.9305 -1.6902 -0.1 0.0 0.0
H 3.7290 -0.9060 -0.5876 0.0 0.0 0.0
H 2.3314 -0.1891 -1.3369 -0.1 0.0 0.0
C -3.7091 -3.2414 1.1112 -0.2 0.0 0.0
S -1.9566 -2.9968 1.0013 0.5 0.4 0.4
O -1.8865 -1.6486 0.2004 -1.0 -0.6 0.2
C -1.4602 -4.2234 -0.1417 0.0 0.1 -0.1
C -1.9297 -4.2188 -1.4547 0.1 -0.1 0.0
C -1.4514 -5.1815 -2.3212 0.0 -0.1 0.0
C -0.5339 -6.1323 -1.8717 0.0 0.0 0.0
C -0.1003 -6.1370 -0.5551 0.0 -0.1 0.0
C -0.5607 -5.1669 0.3253 0.1 -0.1 0.0
H -4.0955 -3.6127 0.1655 -0.1 0.0 0.0
H -4.1415 -2.2772 1.3773 -0.1 -0.1 0.1
H -3.8729 -3.9629 1.9131 0.0 0.0 -0.1
H -2.6544 -3.4912 -1.7892 0.0 0.1 0.0
H -1.8008 -5.2022 -3.3468 0.0 0.0 0.1
H -0.1636 -6.8823 -2.5586 0.0 0.0 0.0
H 0.5968 -6.8910 -0.2087 -0.1 0.1 0.0
H -0.2449 -5.1600 1.3587 0.1 0.0 0.1
```
Forces are in eV/Å.